C4H5NO | ωB97M-V/def2-TZVPD

Results
Kohn-Sham gap ... 0.3146 Ha
Energy relative to the best compared isomer or geometry (same formula, charge and spin) ... 23.5 kcal per mole
Total charge ... 0
HOMO ... -7.7284 eV
SMILES ... Oc1ccc[nH]1
Lowest unoccupied orbital energy ... 0.83 eV

CARTESIAN COORDINATES (ANGSTROEM)
O  2.1286  0.5314  -0.0525
C  0.8314  0.1815  0.1201
C  0.2287  -1.0339  0.2157
C  -1.1632  -0.7976  0.0562
C  -1.3702  0.5559  -0.0116
N  -0.1261  1.1519  0.0539
H  2.6243  -0.2968  -0.0655
H  0.6735  -2.0130  0.3417
H  -1.6142  -1.5637  -0.5410
H  -2.2692  1.1554  -0.0262
H  0.0563  2.1290  -0.0908